# 1
Below is a molecular structure, C24H41CeNP2 at a distorted geometry, with properties calculated with wB97M-V/def2-TZVPD.

The geometry in XYZ format:
```
69
Properties=species:S:1:pos:R:3
Ce -0.00866 -0.10244 2.04616
C -0.91256 -2.08191 3.36152
C 0.40615 -2.44817 2.92229
C 0.61764 -0.70367 4.44637
C -0.77859 -1.00529 4.30640
C 1.35171 -1.59324 3.59020
C -2.18598 -2.69990 2.90801
H -2.12228 -3.04539 1.86960
H -3.01911 -1.99217 2.98132
H -2.43218 -3.57206 3.52995
C -1.88658 -0.25737 4.95399
H -2.83629 -0.77840 4.80531
H -1.98573 0.75954 4.54509
H -1.70041 -0.16132 6.03135
C 1.18171 0.40210 5.26406
H 0.75496 0.38171 6.27362
H 0.95261 1.38822 4.83709
H 2.26860 0.30616 5.33630
C 2.82538 -1.60874 3.39640
H 3.30567 -2.26876 4.13199
H 3.25909 -0.60852 3.51646
H 3.09547 -1.97973 2.40109
C 0.74482 -3.53417 1.96513
H 1.05975 -4.44054 2.50330
H 1.56861 -3.24361 1.30010
H -0.11787 -3.79823 1.34452
C -1.59419 1.63718 -3.72914
C -1.73883 0.29908 -3.67522
C -1.09001 -0.64236 -4.64206
C 0.40785 -0.34784 -4.92245
C 1.15810 0.15910 -3.73177
C 1.44805 1.45309 -3.49258
C 0.76115 2.62415 -4.12126
C -0.67845 2.38024 -4.64824
H -1.62699 -0.60583 -5.60738
H 0.51676 0.32613 -5.78724
H -1.18288 -1.67764 -4.27643
H -0.64486 1.92580 -5.65005
H -2.33892 2.27521 -3.24554
H -2.53568 -0.14338 -3.06764
H -1.11520 3.38137 -4.78708
H 0.74131 3.46272 -3.40122
H 2.33092 1.72834 -2.90260
H 1.37543 2.98920 -4.96406
H 0.87346 -1.29958 -5.22742
H 1.59121 -0.62411 -3.10352
P -1.65125 0.38121 -0.13951
C -3.15099 1.21185 -0.68862
C -1.62502 -1.31267 -0.86413
P 1.61338 0.93923 -0.03366
C -0.11316 1.13490 -0.90505
C 2.75348 -0.19670 -0.90182
C 2.40168 2.55534 -0.24506
H -3.25863 2.13295 -0.09494
H -4.01371 0.56291 -0.46908
H -3.14860 1.46957 -1.75443
H -1.20924 -1.32597 -1.88022
H -2.66013 -1.67963 -0.88985
H -1.04403 -2.00610 -0.23118
H 2.30332 2.90596 -1.27775
H 3.46244 2.48660 0.03036
H 1.91910 3.26827 0.43367
H -0.28333 2.20809 -1.08186
H -0.06705 0.65123 -1.88158
H 3.67057 -0.28825 -0.29623
H 3.03530 0.15640 -1.90008
H 2.30888 -1.19898 -0.97860
N -0.75975 3.19231 3.47028
C -0.54743 2.13651 2.99467
```

## Properties
Kohn-Sham gap (alpha / beta), hartree: 0.242 / 0.223
E, eV: -58531.87688
HOMO level (alpha / beta), eV: -14.26 / -14.26
Total charge: +2

---

# 2
Below is a single C5H6N2O molecule at a distorted geometry, with properties calculated with wB97M-V/def2-TZVPD.

The geometry in XYZ format:
```
14
Properties=species:S:1:pos:R:3
C -2.45185 0.01643 1.01987
C -1.48821 0.26045 0.15170
C -1.51841 0.48792 -1.19205
N -1.64713 0.54329 -2.32841
C 0.18635 -0.21497 0.64112
O 0.41768 -0.72765 1.71094
N 1.00062 0.29022 -0.32692
C 2.37708 -0.13479 -0.37141
H -1.99320 -0.56018 1.80975
H -3.53606 0.07489 1.02681
H 0.51783 0.71609 -1.11874
H 2.42246 -0.81098 0.49489
H 2.67329 -0.66529 -1.33811
H 3.03953 0.72458 -0.17942
```

## Properties
Kohn-Sham gap, hartree: 0.377
E, eV: -10307.99421
Energy above the lowest of the compared OMol25 structures with the same formula, charge and spin, kJ/mol: 155.3
HOMO level, eV: -10.21

---

# 3
Below is a single C3H7NO molecule at a distorted geometry, with properties calculated with wB97M-V/def2-TZVPD.

The geometry in XYZ format:
```
12
Properties=species:S:1:pos:R:3
H -1.42842 1.46598 1.42140
N -0.54756 1.00084 1.22546
C -0.60458 0.06313 0.39124
C -1.46918 -0.47285 -0.69493
O 0.57542 -0.68876 0.13025
C 1.78275 0.03576 0.06549
H -0.40681 -0.69574 -1.17770
H -2.33343 0.15673 -0.99275
H -1.81874 -1.49147 -0.51644
H 1.78995 0.73183 -0.78992
H 1.87240 0.58777 0.99508
H 2.58820 -0.69324 -0.05715
```

## Properties
Kohn-Sham gap, hartree: 0.408
E, eV: -6760.04154
Energy above the lowest of the compared OMol25 structures with the same formula, charge and spin, kJ/mol: 261.4
HOMO level, eV: -10.10

---

# 4
Below is a molecular structure, C4H8N2 at a distorted geometry, with properties calculated with wB97M-V/def2-TZVPD.

The geometry in XYZ format:
```
14
Properties=species:S:1:pos:R:3
C -0.82518 -1.13639 -0.21374
C 2.06399 -0.34943 0.09696
N -2.03588 -0.58747 -0.15738
C 0.01202 1.16810 0.31572
C 0.65594 0.09341 0.16592
N -0.88006 2.09029 0.07944
H -2.61779 -1.03270 0.54873
H -0.91786 2.47702 -0.85932
H -1.77092 1.99436 0.56000
H -0.43734 -1.35384 -1.22748
H -0.52766 -1.95599 0.45820
H 2.52237 -0.05423 -0.84979
H 2.65028 0.08392 0.90812
H 2.10808 -1.43705 0.17462
```

## Properties
Kohn-Sham gap (alpha / beta), hartree: 0.297 / 0.297
E, eV: -7253.43821
Energy above the lowest of the compared OMol25 structures with the same formula, charge and spin, kJ/mol: 428.1
HOMO level (alpha / beta), eV: -7.36 / -7.36

---

> Which value of E does entry 2 give?

-10307.99421 eV